[1]
{"formula": "C13H18Cl2F5NO8PdS3", "method": "wB97M-V/def2-TZVPD", "symbols": ["C", "C", "Cl", "C", "Cl", "C", "S", "C", "O", "O", "O", "S", "O", "O", "O", "C", "C", "C", "C", "C", "C", "N", "S", "O", "O", "C", "F", "F", "C", "F", "F", "F", "H", "H", "H", "H", "H", "H", "H", "H", "H", "H", "H", "H", "H", "H", "H", "H", "H", "H", "Pd"], "positions_angstrom": [[-4.126296, 1.955944, 1.574514], [-2.863235, 1.230121, 1.309323], [-2.933889, -0.068246, 0.227849], [-1.663830, 1.553524, 1.893872], [-1.679869, 2.851686, 2.965219], [-0.354478, 0.818343, 1.688099], [-0.534899, -0.882204, 2.485512], [0.965643, -1.421859, 3.283780], [-1.476039, -0.650125, 3.538369], [-1.010617, -1.867565, 1.550522], [0.534902, 1.474394, 2.604659], [2.078581, 1.586961, 2.146519], [2.965054, 0.693440, 2.791890], [2.495781, 2.929203, 2.154713], [1.779069, 0.964970, 0.653678], [0.409654, 0.978096, 0.331184], [0.298337, -0.089338, -0.754280], [1.099808, -1.411906, -0.504182], [2.212469, -1.759071, -1.583625], [1.723026, -2.920647, -2.458565], [1.646551, -4.252495, -1.630172], [0.241377, -4.634181, -1.548388], [0.277401, 2.670058, -0.518576], [1.391596, 2.705646, -1.415207], [0.305601, 3.711494, 0.450022], [-1.327806, 2.864689, -1.436690], [-2.201645, 3.403036, -0.590182], [-1.795338, 1.704087, -1.927586], [-1.162334, 3.879654, -2.652118], [-0.995011, 3.209140, -3.787866], [-0.210716, 4.768625, -2.427909], [-2.326861, 4.531840, -2.737467], [-3.979207, 3.012992, 1.362426], [-4.915171, 1.575046, 0.934486], [-4.457556, 1.803114, 2.601283], [0.607122, -2.264616, 3.874014], [1.345649, -0.678035, 3.971715], [1.708550, -1.795338, 2.588885], [0.697512, 0.444427, -1.719013], [-0.734972, -0.348255, -0.965956], [0.375106, -2.215905, -0.596504], [1.510040, -1.489402, 0.492207], [2.554372, -0.825722, -2.215451], [3.082133, -2.130266, -1.041647], [0.710007, -2.685799, -2.796983], [2.389863, -3.083154, -3.303001], [2.223688, -5.048956, -2.094772], [1.940713, -4.067906, -0.600531], [0.069320, -5.224077, -0.742683], [-0.036483, -5.166463, -2.365066], [1.147322, -0.339000, -3.060319]], "forces_ev_per_a": [[-0.2, -0.3, -0.5], [-0.3, -0.3, -0.2], [-0.1, 0.1, 0.2], [0.2, 0.1, -0.1], [0.0, -0.1, -0.1], [0.5, 1.3, 1.1], [-1.9, -2.2, 1.3], [0.1, 0.0, -0.2], [0.3, 1.1, 0.3], [1.2, 0.3, -1.1], [0.5, -0.4, -0.2], [2.0, 0.7, 0.6], [-0.9, -1.0, -0.2], [-1.0, 0.3, -0.6], [-0.2, 0.5, 0.8], [0.8, -0.6, -1.7], [-0.2, -1.5, 0.6], [0.1, -0.2, -0.8], [-1.9, -1.1, 1.1], [0.8, 0.3, -0.1], [-1.7, 0.2, 0.2], [0.4, -0.4, 0.0], [1.6, 1.9, 0.7], [-0.6, -1.3, -1.0], [-1.1, -0.4, 0.7], [0.0, 0.7, -0.8], [0.0, -0.5, 0.2], [0.1, -0.1, 0.3], [-1.1, 0.6, 0.1], [0.6, 0.1, 0.3], [0.0, -0.5, -0.2], [0.3, -0.2, -0.1], [-0.1, 0.2, 0.2], [0.0, 0.0, -0.1], [0.2, 0.2, 0.2], [-0.3, -0.1, -0.1], [0.1, 0.2, -0.1], [0.1, 0.2, -0.1], [-0.3, 1.0, 1.2], [-0.1, 0.2, -0.1], [-0.1, -0.1, 0.2], [0.1, 0.3, 0.1], [0.9, -0.2, 0.4], [0.7, 0.9, -0.3], [-0.1, -0.4, -0.3], [0.0, 0.1, -0.2], [0.5, 0.2, 0.0], [0.5, -0.1, 0.0], [-0.1, 0.1, 0.1], [-0.2, 0.1, -0.1], [0.1, 0.0, -1.7]], "fmax_ha_per_bohr": 0.06223, "homo_energy_ev": -15.1, "total_charge": 2, "total_energy_ev": -106232.9029, "orbital_gap_ev": 2.655, "e_lumo_ev": -12.45}

***

[2]
{"formula": "C13H18F8O6", "method": "wB97M-V/def2-TZVPD", "symbols": ["F", "C", "F", "C", "F", "F", "C", "O", "C", "F", "F", "C", "F", "F", "H", "H", "H", "H", "C", "O", "C", "C", "O", "C", "O", "C", "C", "O", "C", "C", "O", "H", "H", "H", "H", "H", "H", "H", "H", "H", "H", "H", "H", "H", "H"], "positions_angstrom": [[2.035542, -4.544548, 1.336370], [3.280431, -5.056892, 1.288519], [3.182597, -6.403881, 1.340878], [4.122578, -4.585371, 2.479253], [3.598871, -5.053734, 3.629942], [5.336266, -5.185028, 2.294151], [4.429200, -3.083688, 2.606021], [3.657369, -2.332739, 3.525721], [2.537415, -1.642062, 3.167374], [2.315803, -1.667037, 1.842663], [2.732604, -0.345841, 3.511627], [1.308213, -2.112329, 3.953747], [1.063155, -3.413238, 3.716462], [0.238434, -1.391107, 3.544718], [3.755187, -4.773764, 0.345278], [5.431812, -3.052266, 3.029249], [4.479910, -2.601046, 1.629719], [1.466685, -1.959084, 5.022540], [-5.188291, 3.095409, -0.595273], [-4.809717, 3.738533, -1.799192], [-3.442500, 4.029023, -1.895128], [-2.897782, 3.680296, -3.284163], [-3.410542, 2.473789, -3.842512], [-3.249286, 1.299267, -3.158248], [-4.207484, 0.666918, -2.817686], [-1.858756, 0.692092, -3.119668], [-0.740551, 1.501158, -2.468187], [0.212236, 0.550158, -1.972151], [1.202614, 1.109583, -1.192138], [0.833827, 1.239683, 0.261518], [2.264538, 1.398170, -1.663522], [-5.053159, 3.756530, 0.267869], [-4.624832, 2.163802, -0.454461], [-6.241747, 2.829524, -0.698470], [-2.854639, 3.531818, -1.111578], [-3.290535, 5.111097, -1.761302], [-3.182766, 4.465319, -3.988619], [-1.802001, 3.668816, -3.256251], [-1.585272, 0.419577, -4.144415], [-1.956314, -0.241776, -2.559753], [-0.226774, 2.140099, -3.196664], [-1.105263, 2.131270, -1.651902], [1.703734, 1.567930, 0.831218], [0.539064, 0.252181, 0.630720], [0.000126, 1.933389, 0.375725]], "forces_ev_per_a": [[0.0, 0.2, 0.1], [0.1, -0.1, -0.1], [0.0, 0.0, 0.0], [-0.2, 0.1, 0.2], [0.0, 0.0, -0.1], [0.1, 0.0, 0.0], [0.4, 0.4, -0.1], [-0.4, -0.5, 0.1], [0.3, 0.1, 0.0], [-0.1, -0.1, -0.1], [0.0, 0.1, 0.0], [-0.1, 0.0, 0.1], [0.0, 0.0, -0.1], [0.0, 0.0, 0.0], [0.0, 0.0, 0.0], [0.0, 0.0, 0.0], [-0.2, -0.1, 0.0], [0.0, 0.0, 0.0], [-0.1, -0.1, -0.2], [0.0, -0.1, 0.0], [0.1, 0.2, -0.1], [0.1, 0.4, -0.2], [0.0, 0.1, 0.4], [-0.2, -0.4, -0.6], [0.1, 0.2, 0.1], [0.1, -0.1, 0.4], [0.3, -0.1, -0.4], [-0.2, 0.2, 0.1], [0.4, 0.1, -0.1], [0.3, -0.3, 0.0], [-0.3, -0.1, 0.1], [0.0, -0.1, 0.0], [0.0, 0.1, 0.0], [0.1, 0.1, 0.1], [-0.2, -0.2, 0.0], [0.1, -0.1, 0.1], [-0.1, -0.2, 0.0], [-0.1, 0.1, 0.1], [0.0, 0.1, 0.1], [0.0, 0.2, -0.1], [-0.1, 0.0, 0.1], [-0.1, -0.1, 0.1], [-0.2, 0.1, -0.1], [-0.1, 0.2, 0.0], [0.0, -0.1, 0.1]], "fmax_ha_per_bohr": 0.01481, "homo_energy_ev": -10.0, "smiles": "FC(F)C(F)(F)COC(F)(F)C(F)F.COCCOC(=O)CCOC(C)=O", "total_charge": 0, "total_energy_ev": -47796.4621, "orbital_gap_ev": 10.478, "e_lumo_ev": 0.44}

***

[3]
{"formula": "C13H18F9N4O5S", "method": "wB97M-V/def2-TZVPD", "symbols": ["C", "C", "N", "C", "N", "C", "N", "N", "C", "C", "S", "O", "O", "C", "F", "F", "C", "F", "F", "C", "F", "F", "C", "F", "F", "F", "H", "H", "H", "H", "H", "H", "H", "H", "H", "H", "H", "H", "H", "H", "C", "C", "O", "C", "O", "O", "H", "H", "H", "H"], "positions_angstrom": [[2.676011, -2.060592, 0.539563], [2.751488, -0.539546, -0.043336], [1.470845, 0.120221, 0.353548], [1.421040, 1.569699, -0.078475], [2.671151, 2.030897, -0.756718], [2.571393, 2.033485, -2.211284], [3.719827, 1.872920, -2.890258], [1.363503, 2.242895, -2.997274], [0.358095, 2.900564, -2.114068], [0.077734, 1.866834, -0.893210], [-1.153276, 2.676812, 0.225678], [-1.117963, 2.039518, 1.607873], [-0.647831, 4.099963, 0.437887], [-2.871023, 2.841042, -0.479467], [-2.924314, 4.082866, -1.167307], [-3.752378, 2.980664, 0.628066], [-3.364628, 1.650350, -1.420257], [-2.520540, 1.437656, -2.559558], [-4.601563, 2.091586, -1.982905], [-3.697489, 0.269947, -0.672664], [-3.211958, 0.178693, 0.640527], [-5.116461, 0.171449, -0.569949], [-3.237060, -1.047430, -1.465290], [-3.630615, -2.151968, -0.659662], [-3.968273, -1.184835, -2.662318], [-1.851937, -1.167386, -1.632113], [2.974776, -2.836107, -0.245312], [1.649364, -2.281076, 0.976829], [3.451428, -2.154873, 1.386650], [3.683820, -0.077997, 0.428246], [2.878263, -0.640122, -1.176299], [1.462573, 0.067863, 1.388813], [1.356684, 2.162399, 0.909802], [2.923021, 2.951923, -0.370653], [4.591132, 1.549386, -2.445192], [3.749957, 2.078740, -3.895902], [1.016434, 1.373370, -3.426324], [0.725720, 3.921437, -1.734931], [-0.569762, 3.102000, -2.740555], [-0.305002, 0.859987, -1.289432], [-0.430858, -3.348569, 4.023514], [-0.775353, -4.777589, 3.729789], [0.039457, -5.077850, 2.603792], [1.090595, -4.215819, 2.627305], [2.052415, -4.302246, 1.917866], [0.909999, -3.241791, 3.560777], [-0.494894, -3.113423, 5.086651], [-1.054619, -2.643981, 3.465627], [-0.507490, -5.450187, 4.549517], [-1.831437, -4.911778, 3.492397]], "forces_ev_per_a": [[0.9, 0.7, 0.2], [0.4, -2.4, 0.4], [1.3, 1.1, -0.7], [-1.0, 0.2, 2.8], [-2.1, 0.6, -2.8], [0.9, 0.0, -0.4], [-1.2, 0.2, 0.6], [2.0, -0.3, 3.1], [-1.0, -0.1, 0.5], [0.0, 0.0, -1.8], [4.0, 3.3, 7.1], [-1.0, 0.2, -4.6], [-1.6, -3.4, -2.2], [-2.3, 2.0, 0.0], [0.3, -3.2, 1.2], [2.2, -0.7, -2.7], [-2.3, 0.8, -2.0], [-1.2, 0.5, 2.8], [2.9, -0.8, 1.3], [-1.8, -1.1, 1.2], [-0.5, 0.6, -2.8], [3.3, 0.2, -0.3], [-1.0, -2.7, 0.2], [1.0, 2.7, -1.8], [2.4, 0.7, 2.6], [-3.0, 0.7, 0.0], [-0.7, 1.1, 1.1], [1.5, 0.4, -0.9], [-1.4, 0.1, -1.3], [-1.2, -0.3, -0.9], [-0.3, 0.5, 1.5], [-0.3, 0.3, -0.9], [0.1, -0.6, -1.7], [0.4, -0.5, -0.5], [-0.8, 0.4, -0.1], [-0.2, -0.2, 0.6], [0.4, 0.5, -0.1], [-0.4, -1.7, -0.5], [1.1, -0.4, 0.9], [0.3, 1.5, 0.6], [-0.5, 0.6, 0.5], [-0.6, -0.5, 0.3], [0.5, 0.5, -0.1], [0.8, -0.4, -0.5], [-0.8, -0.2, 0.8], [0.2, -0.3, -0.4], [0.2, 0.0, -0.1], [0.0, -0.1, 0.0], [0.0, 0.1, -0.1], [0.2, -0.1, -0.1]], "fmax_ha_per_bohr": 0.17173, "homo_energy_ev": -12.8, "total_charge": 1, "total_energy_ev": -65252.0146, "orbital_gap_ev": 8.275, "e_lumo_ev": -4.54}